(1)
Formula: C29H78N7O10Ti2
Source: OMol25
Level of theory: wB97M-V/def2-TZVPD

Calculated values
Energy (Eh): -3985.9585
Multiplicity: 7
Energy above the lowest of the compared OMol25 structures with the same formula, charge and spin (kcal/mol): 0.0
Frontier orbital gap (alpha / beta) (eV): 5.7 / 8.0
Total charge: +1

Geometry as XYZ:
```
126
Properties=species:S:1:pos:R:3:lowdin_charge:R:1
Ti 1.5302 -2.8421 -0.9328 0.689
Ti 2.9496 0.5965 -0.3454 0.723
O -1.1424 -0.0075 -0.7531 0.072
C 0.1010 0.3077 -0.3238 -0.758
O 0.4128 1.5082 -0.2157 -0.051
O 0.9454 -0.6209 -0.1278 -0.223
H -1.3955 0.9090 -1.0401 0.096
C -2.0668 4.7417 2.9216 -0.034
C -0.9350 4.1956 2.0567 -0.438
C 0.2550 5.1349 1.8432 -0.197
O -0.1835 6.2752 1.1035 -0.185
C 0.8824 7.1587 0.9034 -0.135
N -0.4908 2.8569 2.4329 0.054
H -2.8839 4.0230 2.9806 0.071
H -2.4325 5.6971 2.5487 0.078
H -1.6750 4.9310 3.9238 0.083
H -1.2632 4.0309 1.0182 0.106
H 1.0064 4.5756 1.2716 0.111
H 0.7495 5.4521 2.7676 0.128
H 1.3162 7.5069 1.8458 0.090
H 0.4971 8.0289 0.3661 0.090
H 1.6794 6.7808 0.2489 0.086
H 0.0618 2.4982 1.6589 0.031
H -1.3356 2.2847 2.3733 0.021
C -0.7657 5.8791 -2.6735 -0.055
C -0.9918 4.5300 -2.0259 -0.457
C -1.9416 3.6336 -2.7977 -0.162
O -2.2365 2.4350 -2.0669 -0.225
C -3.2737 2.5991 -1.1152 -0.082
N 0.2817 3.8845 -1.7784 0.077
H -0.1251 6.5602 -2.1161 0.070
H -1.7184 6.3758 -2.8771 0.084
H -0.3052 5.7999 -3.6645 0.084
H -1.4742 4.7835 -1.0699 0.116
H -1.4327 3.2774 -3.7024 0.122
H -2.8592 4.0573 -3.2141 0.133
H -4.2252 2.9141 -1.5529 0.098
H -3.0012 3.2958 -0.3204 0.084
H -3.4240 1.6048 -0.6953 0.073
H 0.7645 4.4967 -1.1256 0.063
H 0.1809 3.0306 -1.2394 0.016
C 0.2361 -3.1464 2.4250 -0.060
C 1.5612 -3.6255 1.8929 -0.416
C 2.2615 -4.4962 2.9368 -0.200
O 3.4880 -4.9583 2.3993 -0.221
C 4.1227 -6.0161 3.1159 -0.074
N 1.2029 -4.4514 0.6963 -0.023
H -0.3979 -3.9594 2.7878 0.097
H -0.3244 -2.6078 1.6596 0.062
H 0.3468 -2.4905 3.2914 0.092
H 2.2451 -2.8155 1.6188 0.114
H 1.6805 -5.3862 3.2041 0.134
H 2.4734 -3.9025 3.8321 0.136
H 3.5104 -6.9102 2.9652 0.093
H 4.3111 -5.6754 4.1330 0.095
H 5.0429 -6.2340 2.5767 0.092
H 1.9793 -5.0519 0.4055 0.080
H 0.5339 -5.1364 1.0373 0.105
C 0.6557 0.4481 -4.2992 -0.045
C -0.6896 0.1853 -4.9769 -0.408
C -0.4731 -0.5155 -6.3248 -0.205
O 0.3260 0.2504 -7.1869 -0.181
C 1.2308 -0.4834 -7.9887 -0.095
N -1.4610 -0.6162 -4.0313 0.047
H 0.4858 0.9402 -3.3362 0.067
H 1.2659 1.0951 -4.9283 0.090
H 1.2418 -0.4459 -4.0675 0.071
H -1.1207 1.1871 -5.0813 0.135
H -1.4506 -0.6838 -6.7865 0.130
H -0.0159 -1.4749 -6.0564 0.121
H 0.7816 -1.3885 -8.4018 0.089
H 2.0732 -0.8113 -7.3664 0.086
H 1.6578 0.1673 -8.7462 0.090
H -2.4468 -0.6277 -4.2789 0.098
H -1.4117 -0.1203 -3.1474 0.052
C -1.6230 -3.2967 -1.5539 -0.049
C -0.7146 -3.8928 -2.6196 -0.421
C -1.4462 -4.2805 -3.9367 -0.177
O -0.4976 -4.8061 -4.8553 -0.204
C -0.3345 -6.2124 -4.7948 -0.093
N 0.2833 -2.8842 -3.0013 -0.018
H -2.2552 -4.1131 -1.1890 0.092
H -2.1841 -2.4354 -1.9008 0.080
H -1.0611 -3.0648 -0.6424 0.037
H -0.1541 -4.7667 -2.2719 0.121
H -1.8753 -3.3875 -4.3919 0.118
H -2.2690 -4.9934 -3.8281 0.130
H -0.1069 -6.5631 -3.7845 0.084
H 0.5496 -6.4205 -5.3975 0.093
H -1.1764 -6.7557 -5.2260 0.093
H -0.2242 -2.1439 -3.5056 0.040
H 0.8140 -3.2942 -3.7741 0.088
C -2.8271 0.5588 4.2342 -0.045
C -2.4352 -0.2417 2.9773 -0.401
C -3.1432 -1.5638 2.7706 -0.230
O -4.5378 -1.3917 2.7941 -0.174
C -5.1976 -2.6349 2.6980 -0.105
N -2.6427 0.6458 1.8151 0.047
H -2.5441 0.0852 5.1742 0.080
H -3.8995 0.7644 4.2245 0.081
H -2.3560 1.5414 4.2222 0.058
H -1.3436 -0.3140 3.0270 0.127
H -2.8757 -2.2456 3.5897 0.129
H -2.8126 -1.9483 1.7961 0.117
H -4.8756 -3.1992 1.8176 0.085
H -6.2714 -2.4671 2.7164 0.093
H -4.9893 -3.2942 3.5499 0.088
H -2.1938 0.2154 1.0075 0.040
H -3.6284 0.6099 1.5572 0.084
C 2.3492 0.5123 3.0426 -0.044
C 3.6873 1.2370 3.0002 -0.389
C 4.5728 0.8350 4.1586 -0.239
O 3.8743 1.0557 5.3638 -0.165
C 4.6648 0.7660 6.5037 -0.097
N 4.3427 0.8157 1.7336 -0.018
H 1.8323 0.5595 2.0801 0.039
H 1.6136 0.9900 3.6919 0.088
H 2.5151 -0.5269 3.3329 0.084
H 3.6392 2.3259 3.0484 0.155
H 5.5740 1.2840 4.1005 0.132
H 4.8361 -0.2355 4.1107 0.127
H 5.0502 -0.2579 6.4940 0.088
H 4.0508 0.8651 7.3961 0.092
H 5.5184 1.4377 6.6206 0.091
H 5.2453 1.2892 1.7699 0.095
H 4.5250 -0.1847 1.7909 0.080
```

---

(2)
Formula: C29H79N4O13
Source: OMol25
Level of theory: wB97M-V/def2-TZVPD

Calculated values
Energy (Eh): -2348.5301
Multiplicity: 1
Energy above the lowest of the compared OMol25 structures with the same formula, charge and spin (kcal/mol): 411.9
Frontier orbital gap (eV): 7.4
Total charge: -1

Geometry as XYZ:
```
125
Properties=species:S:1:pos:R:3:lowdin_charge:R:1
C 0.6765 -0.9883 0.4998 -0.217
O -0.5670 -1.5284 0.9473 -0.363
H 1.0284 0.0037 1.0008 0.088
H 0.8692 -0.8482 -0.4078 -0.050
H 1.5658 -1.6949 0.6884 0.078
C -2.1169 -1.0218 3.4675 -0.185
O -1.1457 0.0053 3.0666 -0.213
H -1.6297 -2.0234 3.7507 0.068
H -2.9882 -1.1660 2.9063 0.037
H -2.6344 -0.7700 4.4573 0.078
H -0.7916 -0.6254 2.2596 0.052
C 3.2003 -4.7755 -0.3342 -0.135
O 2.5508 -5.0114 0.9215 -0.089
H 2.7830 -3.8420 -0.6442 0.072
H 3.1001 -5.5627 -1.1494 0.090
H 4.1456 -4.9325 -0.2315 0.004
H 1.6992 -4.8195 1.0362 -0.066
C 0.8671 2.1083 -1.6107 -0.127
O 1.7011 3.2424 -1.9010 -0.002
H 1.3805 1.1592 -1.5079 0.080
H 0.0126 1.7949 -2.0384 0.032
H 0.2603 2.0347 -0.7901 0.024
H 1.4720 3.6725 -2.6008 -0.029
C -3.0450 0.3625 -0.2156 -0.153
O -2.9396 -1.0414 -0.1072 -0.100
H -3.8461 0.8684 0.6291 0.141
H -3.3284 0.7340 -1.0355 -0.045
H -1.9543 0.7818 -0.0566 0.108
H -2.1315 -1.2483 0.1761 -0.077
C -6.0835 5.2193 -7.9417 -0.148
O -4.8196 4.5394 -7.9242 -0.221
C -4.6860 3.7912 -6.6459 -0.176
C -3.7080 2.7212 -7.0130 -0.216
N -3.6799 1.7548 -5.8990 -0.060
C -2.5027 0.8100 -5.8870 -0.143
C -2.4185 0.3100 -4.4300 -0.164
O -1.3186 -0.6426 -4.4143 -0.219
C -1.1950 -1.2537 -3.0384 -0.008
H -7.1352 4.6097 -8.2895 0.146
H -5.8930 6.0614 -8.6477 0.087
H -6.3587 5.6763 -7.1014 0.008
H -5.6483 3.3768 -6.3662 0.105
H -4.3573 4.7006 -5.9153 0.179
H -2.8049 3.2735 -7.1099 0.110
H -3.8056 2.1364 -7.8439 0.094
H -4.5785 1.4520 -5.7329 0.068
H -1.6983 1.4112 -6.2930 0.105
H -2.4466 -0.1079 -6.5632 0.130
H -3.2066 -0.4978 -4.2439 0.162
H -2.1439 0.8721 -3.8258 -0.014
H -2.0049 -1.9040 -2.9437 0.077
H -1.1948 -0.4908 -2.2174 0.099
H -0.3774 -1.6254 -3.2089 -0.014
C -0.8230 -5.5198 -3.4083 -0.083
O -1.2937 -5.4936 -2.0673 -0.184
C -0.4029 -4.8152 -1.2639 -0.270
C -0.9432 -4.9702 0.1487 -0.212
N -0.1721 -4.1895 1.1440 -0.085
C -0.6617 -4.4081 2.5192 -0.233
C 0.5006 -3.9662 3.4430 -0.105
O 0.0893 -4.5271 4.8744 -0.195
C 0.9132 -3.8463 5.8490 -0.120
H -0.5402 -4.6351 -3.6740 0.023
H -1.6017 -6.0968 -3.8888 0.098
H -0.0653 -6.2196 -3.5954 0.069
H -0.4065 -3.6149 -1.4980 0.160
H 0.7776 -5.2286 -1.3503 0.158
H -1.0480 -6.2013 0.4869 0.173
H -2.0658 -4.7862 0.2295 0.123
H -0.2341 -3.1778 1.1093 0.035
H -0.6694 -5.4772 2.7014 0.094
H -1.7500 -4.0228 2.7651 0.151
H 0.2228 -2.9031 3.3158 0.102
H 1.4386 -4.3481 3.1164 0.091
H 0.4985 -4.1423 6.8658 0.103
H 0.7364 -2.8198 5.8837 0.064
H 1.8505 -4.1561 5.8368 0.007
C -3.6425 10.1599 -1.1733 -0.110
O -3.0013 9.5677 -0.0293 -0.212
C -2.6214 8.2853 -0.4160 -0.280
C -1.6970 7.8443 0.7307 -0.199
N -1.1336 6.4543 0.3956 -0.066
C -0.3288 5.9941 1.5896 -0.186
C 0.1611 4.5310 1.2835 -0.239
O 0.7398 4.1966 2.5038 -0.191
C 1.0951 2.7988 2.4064 -0.060
H -3.9728 11.1590 -0.8185 0.096
H -4.4898 9.6176 -1.4825 0.063
H -2.9761 10.2983 -2.0250 0.081
H -1.8783 8.4692 -1.3093 0.152
H -3.5063 7.6394 -0.4499 0.131
H -2.4579 7.8197 1.5481 0.125
H -0.7908 8.5394 0.7696 0.139
H -0.3632 6.7324 -0.1533 0.062
H -1.1770 6.0175 2.4892 0.168
H 0.4045 6.6247 1.8444 0.059
H 0.8995 4.7735 0.6381 0.072
H -0.6610 3.6762 0.9732 0.188
H 1.8224 2.8413 3.1878 0.093
H 1.4128 2.6038 1.3429 0.097
H 0.5131 2.0728 2.6061 -0.007
C 6.2113 -5.9277 6.6187 -0.181
O 5.6975 -5.4484 5.4875 -0.144
C 5.7785 -4.0745 5.0895 -0.148
C 4.6147 -3.6295 4.1817 -0.136
N 4.8280 -2.2705 3.5872 -0.066
C 3.7511 -1.9353 2.7832 -0.254
C 4.1187 -0.5248 2.1179 -0.234
O 5.2623 -0.6799 1.3977 -0.209
C 5.0318 -1.1989 0.0018 -0.015
H 5.7384 -6.9936 6.8148 0.133
H 6.0739 -5.4255 7.4862 0.048
H 7.2021 -6.2098 6.6321 0.049
H 6.7230 -3.8596 4.6941 0.107
H 5.7880 -3.5136 5.8897 0.065
H 3.5672 -3.8067 4.5950 0.117
H 4.3569 -4.1475 3.2590 0.106
H 5.6251 -2.2980 2.9475 0.113
H 2.8540 -1.7785 3.4443 0.141
H 3.3645 -2.4873 2.0955 0.023
H 4.4298 0.3934 2.8463 0.166
H 3.2634 -0.1629 1.4511 0.104
H 4.5196 -2.1330 0.0102 0.052
H 5.8439 -1.6115 -0.5965 0.087
H 4.5270 -0.4892 -0.5100 0.045
```

---

(3)
Formula: C29H81Fe2N7O19P
Source: OMol25
Level of theory: wB97M-V/def2-TZVPD

Calculated values
Energy (Eh): -5835.0501
Multiplicity: 9
Frontier orbital gap (alpha / beta) (eV): 8.5 / 7.4
Total charge: +1

Geometry as XYZ:
```
139
Properties=species:S:1:pos:R:3:lowdin_charge:R:1
Fe -0.7347 -1.8817 0.9907 0.703
Fe 1.7181 1.8688 -1.5084 0.751
P 0.4430 -0.0082 -0.2699 0.209
O 0.0068 1.4817 -0.6433 -0.367
O 1.8447 -0.0219 -1.0106 -0.380
O -0.5745 -1.0282 -0.7607 -0.328
O 0.5307 -0.4241 1.2001 -0.338
C 1.4020 -2.7145 -6.0358 -0.138
O 2.3689 -1.6689 -5.9959 -0.134
H 0.8347 -2.6977 -6.9663 0.084
H 1.8302 -3.6365 -5.6425 0.084
H 0.6727 -2.3926 -5.2924 0.041
H 2.4695 -1.3428 -5.0986 0.029
C 0.5145 1.3867 3.8571 -0.086
O 1.2048 1.6240 2.6173 -0.185
H 1.2485 0.7608 4.3648 0.078
H 0.4584 2.3935 4.2709 0.083
H -0.5075 1.0135 3.7913 0.071
H 1.1318 0.8812 2.0136 -0.011
C 3.8346 -0.6492 2.0020 -0.159
O 4.2096 -0.0623 0.7948 -0.124
H 4.6786 -1.3319 2.1006 0.080
H 3.4552 0.0338 2.7620 0.081
H 3.0226 -1.3306 1.7482 0.053
H 3.4442 0.0388 0.2242 0.022
C 3.6203 3.1475 0.9659 -0.074
O 2.4284 2.5351 0.4203 -0.174
H 3.4925 4.2010 1.2148 0.074
H 3.8145 2.6245 1.9023 0.091
H 4.4788 3.0941 0.2964 0.081
H 1.9731 2.1046 1.1477 0.022
C -2.1816 -3.1437 -2.6641 -0.188
O -2.7315 -2.0169 -2.0814 -0.124
H -1.8097 -3.9403 -2.0197 0.067
H -2.8800 -3.5796 -3.3784 0.080
H -1.3474 -2.8423 -3.2977 0.063
H -1.9774 -1.4529 -1.8945 0.005
C 4.4261 -1.5687 -2.6641 -0.138
O 3.0228 -1.3813 -2.9816 -0.145
H 4.5770 -2.5762 -2.2763 0.051
H 5.0903 -1.3118 -3.4892 0.083
H 4.9494 -1.1061 -1.8272 0.078
H 2.6349 -0.9793 -2.2009 -0.002
C 4.1852 1.6219 -3.4771 -0.071
O 3.8286 2.2710 -2.2103 -0.150
H 3.5996 0.7364 -3.7243 0.057
H 3.9788 2.1756 -4.3930 0.085
H 5.2436 1.4091 -3.3272 0.094
H 4.5070 2.9090 -1.9774 0.089
C -2.7970 1.5400 -2.5376 -0.122
O -2.4838 1.9911 -1.1962 -0.156
H -2.5954 0.4972 -2.7827 0.054
H -3.7533 1.7693 -3.0076 0.080
H -2.0316 2.0370 -3.1337 0.060
H -1.6095 1.7130 -0.9135 -0.018
C -3.2157 0.0934 1.3856 -0.247
O -2.2539 -0.6324 1.4876 -0.024
N -4.0181 0.4803 2.4215 -0.185
C -5.0478 1.5360 2.3144 0.007
C -3.6872 0.1024 3.7359 -0.086
H -3.6264 0.3559 0.3984 0.151
H -4.3957 2.4043 2.4096 0.081
H -5.7371 1.2534 3.1100 0.096
H -5.4357 1.5255 1.2958 0.097
H -3.2153 0.8517 4.3714 0.089
H -4.5652 -0.1039 4.3479 0.090
H -3.0389 -0.7703 3.8147 0.085
C 0.2683 0.2104 -4.1938 -0.275
O 0.9833 0.9589 -3.5036 -0.045
N 0.0024 0.4463 -5.4772 -0.137
C -1.0541 -0.2039 -6.1966 -0.066
C 0.7172 1.4537 -6.3163 -0.014
H -0.2486 -0.6233 -3.6938 0.145
H -1.9898 0.3307 -6.0330 0.093
H -1.2862 -1.2332 -5.9231 0.083
H -0.8581 -0.2980 -7.2647 0.095
H 1.1364 1.0710 -7.2469 0.095
H 0.1875 2.3786 -6.5448 0.088
H 1.4976 1.9607 -5.7487 0.074
C 0.4627 4.5975 -2.4526 -0.186
O 1.2082 3.5667 -2.4742 -0.084
N 0.6717 5.6468 -1.6295 -0.139
C -0.2950 6.7681 -1.4830 -0.018
C 1.8244 5.7198 -0.7495 -0.032
H -0.3809 4.6860 -3.1545 0.157
H 0.1363 7.6364 -1.9811 0.096
H -0.5416 6.9945 -0.4457 0.057
H -1.2570 6.5896 -1.9633 0.097
H 2.0835 6.7784 -0.7691 0.106
H 1.6864 5.3070 0.2498 0.068
H 2.6681 5.1495 -1.1383 0.089
C -3.1050 -4.1932 0.8090 -0.247
O -2.2636 -3.3191 1.0504 -0.032
N -4.2490 -4.4740 1.4798 -0.164
C -5.2790 -5.3624 0.9560 -0.042
C -4.5892 -3.6857 2.6888 -0.022
H -3.1325 -4.8126 -0.1008 0.143
H -5.9263 -4.7569 0.3216 0.098
H -5.8558 -5.8328 1.7523 0.090
H -4.8462 -6.1855 0.3874 0.091
H -5.1106 -2.7748 2.3948 0.090
H -5.4413 -4.0806 3.2421 0.083
H -3.7288 -3.5509 3.3443 0.087
C -1.8856 4.9149 3.6573 -0.356
O -1.9047 5.8632 4.4504 -0.003
N -1.2942 4.7824 2.4552 -0.145
C -0.6898 6.0004 1.8918 -0.032
C -1.4563 3.5544 1.6159 -0.012
H -2.4460 3.9938 3.8803 0.119
H -1.4074 6.4163 1.1845 0.074
H 0.1642 5.8415 1.2334 0.047
H -0.5740 6.8461 2.5696 0.099
H -0.5096 3.2335 1.1812 0.072
H -2.0728 2.7969 2.0999 0.069
H -2.0315 3.8036 0.7242 0.080
C 1.5519 -3.5259 -0.0552 -0.219
O 0.3368 -3.4614 0.2208 -0.055
N 2.5178 -3.8825 0.7992 -0.131
C 3.8931 -3.8559 0.4667 -0.073
C 2.3961 -4.2012 2.2535 0.002
H 2.0018 -3.1972 -1.0049 0.153
H 4.5372 -3.2632 1.1162 0.087
H 4.1777 -3.4400 -0.4998 0.075
H 4.2820 -4.8742 0.4770 0.102
H 2.6093 -3.3475 2.8968 0.088
H 1.4001 -4.4659 2.6084 0.060
H 3.1250 -4.9889 2.4440 0.096
C -0.0401 -2.4904 4.2304 -0.256
O -0.2690 -2.4477 3.0198 -0.023
N -0.1931 -3.5627 5.0627 -0.165
C -0.2496 -3.4240 6.4889 -0.059
C -0.5785 -4.8850 4.5004 -0.027
H 0.3065 -1.6789 4.8888 0.141
H -1.0987 -3.9510 6.9240 0.101
H -0.5158 -2.3893 6.7048 0.085
H 0.7092 -3.5020 7.0014 0.099
H -0.5094 -5.0842 3.4310 0.082
H 0.1846 -5.5950 4.8191 0.088
H -1.4859 -5.2623 4.9721 0.088
```

---

Number 1 is which compound? C29H78N7O10Ti2

---

Among the records above, which one has the lowest multiplicity? C29H79N4O13

---

energy of number 2 (C29H79N4O13)? -2348.5301 Eh

---

energy of number 3 (C29H81Fe2N7O19P)? -5835.0501 Eh